one:
C5H16N2O | ωB97M-V/def2-TZVPD

HOMO-LUMO gap in eV: 4.593
HOMO energy in Eh: -0.28856

CARTESIAN COORDINATES (ANGSTROEM)
1 C -0.687 -0.796 -1.290
2 N 0.544 -0.975 -0.577
3 C 0.852 1.458 -0.095
4 C 0.751 -0.002 0.451
5 C -0.382 -0.226 1.434
6 N -1.574 0.420 1.213
7 C -2.596 0.036 2.131
8 H -1.412 -0.274 -0.648
9 H -0.533 -0.253 -2.228
10 H -1.115 -1.757 -1.591
11 H 1.411 -1.057 -1.235
12 H 1.759 1.879 0.328
13 H -0.017 2.008 0.254
14 H 0.940 1.483 -1.172
15 H 1.641 -0.288 1.012
16 H 1.838 1.710 -3.648
17 H 0.003 -0.092 2.459
18 H -0.526 -1.352 1.386
19 H -3.565 0.349 1.730
20 H -2.570 0.496 3.125
21 H -2.710 -1.051 2.266
22 H 2.287 2.293 -3.779
23 H 3.212 -0.699 -2.153
24 O 2.405 -0.203 -1.970

two:
C5H16N2O | ωB97M-V/def2-TZVPD

HOMO-LUMO gap in eV: 9.890
HOMO energy in Eh: -0.32771
SMILES string: CCN[C@@H](C)CN.O

CARTESIAN COORDINATES (ANGSTROEM)
1 C -0.101 -2.272 1.694
2 C -0.140 -0.731 1.535
3 N 0.154 -0.322 0.154
4 C 2.310 0.945 0.386
5 C 0.795 0.992 0.067
6 C 0.672 1.492 -1.396
7 N -0.481 1.150 -2.235
8 H 0.820 -2.614 1.229
9 H -0.972 -2.847 1.373
10 H -0.051 -2.507 2.760
11 H -1.057 -0.293 1.926
12 H 0.673 -0.492 2.239
13 H 0.760 -1.053 -0.209
14 H 2.641 1.271 1.371
15 H 2.613 -0.106 0.319
16 H 2.928 1.482 -0.335
17 H 0.327 1.698 0.749
18 H 0.625 2.591 -1.301
19 H 1.507 1.181 -2.009
20 H -0.262 0.339 -2.795
21 H -1.363 1.033 -1.793
22 H -3.372 -0.166 -0.555
23 H -2.036 -0.606 0.110
24 O -2.864 -0.938 -0.267

three:
C5H16N2O | ωB97M-V/def2-TZVPD

HOMO-LUMO gap in eV: 8.642
HOMO energy in Eh: -0.29886
SMILES string: CCCCNCN.O

CARTESIAN COORDINATES (ANGSTROEM)
1 C 1.383 -1.864 -0.858
2 C 0.246 -1.674 0.172
3 C 0.644 -0.785 1.354
4 C 1.142 0.628 1.108
5 N 0.144 1.519 0.516
6 C 0.275 1.927 -0.865
7 N -0.548 1.216 -1.853
8 H 2.221 -2.408 -0.402
9 H 1.727 -0.907 -1.238
10 H 1.004 -2.496 -1.660
11 H -0.035 -2.636 0.595
12 H -0.587 -1.322 -0.430
13 H -0.278 -0.720 1.947
14 H 1.315 -1.367 1.997
15 H 1.945 0.622 0.372
16 H 1.483 1.031 2.058
17 H -0.816 1.259 0.717
18 H -0.047 2.961 -0.969
19 H 1.322 1.855 -1.163
20 H -1.518 1.378 -1.608
21 H -0.364 0.227 -1.746
22 H -2.675 -1.271 1.128
23 H -3.380 -0.617 -0.081
24 O -2.651 -0.509 0.543

four:
C5H16N2O | ωB97M-V/def2-TZVPD

HOMO-LUMO gap in eV: 5.988
HOMO energy in Eh: -0.30727

CARTESIAN COORDINATES (ANGSTROEM)
1 N 0.095 -2.024 -0.783
2 C -0.243 -1.099 -1.843
3 C -1.181 0.025 -1.525
4 N -1.062 0.640 -0.223
5 C 0.212 1.298 0.006
6 C 0.634 1.454 1.486
7 C 2.128 1.700 1.445
8 H 0.963 -2.511 -0.888
9 H -0.271 -2.001 0.293
10 H 0.839 -0.892 -1.487
11 H -0.626 -1.594 -2.729
12 H -1.131 0.748 -2.350
13 H -2.178 -0.439 -1.486
14 H -1.159 -0.176 0.445
15 H 0.285 2.232 -0.561
16 H 0.992 0.685 -0.437
17 H 0.310 0.569 2.027
18 H 0.074 2.321 1.869
19 H 2.669 2.122 2.304
20 H 2.224 2.433 0.634
21 H 2.596 0.784 1.077
22 H 1.282 0.173 -2.348
23 H -1.885 -1.740 1.363
24 O -0.932 -1.678 1.465

three wins, 7.4 kcal/mol ahead of the next structure.

one:
C2H12NO3 | ωB97M-V/def2-TZVPD

HOMO-LUMO gap in eV: 9.569
HOMO energy in Eh: -0.55181
Total charge: +1

CARTESIAN COORDINATES (ANGSTROEM)
1 C 0.953 0.208 0.138
2 C -1.457 0.161 -0.190
3 N -0.411 -0.428 0.169
4 H 1.064 0.848 -0.667
5 H 1.199 0.761 1.193
6 H 1.579 -0.676 0.023
7 H -1.937 1.170 -0.072
8 H -2.326 -0.449 -0.363
9 H -0.546 -0.977 1.020
10 H 2.040 -1.587 2.060
11 H 1.859 -3.065 2.331
12 O 1.456 -2.303 1.883
13 H -0.913 4.073 0.203
14 H -1.213 2.959 1.376
15 O -1.076 3.101 0.363
16 H 0.020 -1.985 -2.835
17 H 0.001 -0.731 -3.770
18 O -0.293 -1.078 -2.863

two:
C2H12NO3 | ωB97M-V/def2-TZVPD

HOMO-LUMO gap in eV: 12.069
HOMO energy in Eh: -0.55617
Total charge: +1

CARTESIAN COORDINATES (ANGSTROEM)
1 C 1.052 -1.977 0.504
2 O 2.188 -1.145 0.202
3 C -0.043 -1.029 0.960
4 N 0.046 0.271 0.225
5 H 1.257 -2.702 1.289
6 H 0.768 -2.519 -0.393
7 H 2.953 -1.725 0.295
8 H -1.062 -1.403 0.870
9 H 0.052 -0.794 2.019
10 H -0.681 0.582 -0.437
11 H 0.898 0.221 -0.348
12 H 0.090 1.068 0.863
13 H -0.885 3.650 0.111
14 H 0.592 3.331 -0.120
15 O -0.207 2.997 0.285
16 H -3.047 0.546 -2.368
17 H -1.746 -0.085 -2.098
18 O -2.224 0.714 -1.858

three:
C2H12NO3 | ωB97M-V/def2-TZVPD

HOMO-LUMO gap in eV: 11.881
HOMO energy in Eh: -0.54074
Total charge: +1

CARTESIAN COORDINATES (ANGSTROEM)
1 C -0.567 0.186 -2.052
2 C -1.584 -0.567 -1.711
3 N 0.764 0.176 -1.415
4 H -0.628 1.014 -2.750
5 H -2.500 -0.640 -2.291
6 H -1.628 -1.368 -0.981
7 H 1.034 -0.789 -1.154
8 H 0.738 0.605 -0.453
9 H 1.411 0.624 -2.049
10 H 1.494 0.990 1.907
11 H 0.032 1.109 1.732
12 O 0.833 0.949 1.199
13 H -1.760 0.998 2.808
14 H -1.418 2.426 3.204
15 O -1.024 1.567 3.027
16 H 1.816 -2.994 -0.161
17 H 1.507 -2.161 1.051
18 O 1.479 -2.123 0.088

two wins, 3.4 kcal/mol ahead of the next structure.

one:
C2H12NO3 | ωB97M-V/def2-TZVPD

HOMO-LUMO gap in eV: 11.485
HOMO energy in Eh: -0.52735
Total charge: +1

CARTESIAN COORDINATES (ANGSTROEM)
1 C 0.785 -0.887 0.727
2 C 0.266 -2.002 1.231
3 N 0.242 0.098 -0.172
4 H 1.734 -0.629 1.174
5 H 0.969 -2.549 1.835
6 H -0.669 -2.493 1.016
7 H -0.729 0.339 0.078
8 H 0.668 1.049 -0.077
9 H 0.320 -0.161 -1.177
10 H 0.952 3.493 0.062
11 H 1.739 2.584 1.199
12 O 1.284 2.658 0.368
13 H -2.512 1.953 -0.172
14 H -3.126 0.965 0.692
15 O -2.244 1.313 0.499
16 H -0.594 -2.182 -2.609
17 H 0.880 -1.955 -2.484
18 O 0.036 -1.593 -2.190

two:
C2H12NO3 | ωB97M-V/def2-TZVPD

HOMO-LUMO gap in eV: 10.495
HOMO energy in Eh: -0.55222
Total charge: +1

CARTESIAN COORDINATES (ANGSTROEM)
1 C 2.872 0.884 0.601
2 C 1.542 -0.741 -0.652
3 N 1.589 0.325 0.050
4 H 3.590 0.047 0.869
5 H 2.519 1.544 1.393
6 H 3.419 1.321 -0.248
7 H 2.566 -0.954 -1.139
8 H 0.659 -1.132 -0.998
9 H 0.677 0.793 0.201
10 H -1.269 -2.623 0.728
11 H 0.150 -2.035 1.022
12 O -0.551 -2.006 0.394
13 H -1.129 2.191 -0.562
14 H -1.573 0.967 0.322
15 O -0.862 1.554 0.044
16 H -4.042 -0.237 0.209
17 H -3.823 0.844 -0.713
18 O -3.506 -0.030 -0.580

one wins, 20.1 kcal/mol ahead of the next structure.

one:
C2H7N2O | ωB97M-V/def2-TZVPD

HOMO-LUMO gap in eV: 10.128
HOMO energy in Eh: -0.52158
Total charge: +1

CARTESIAN COORDINATES (ANGSTROEM)
1 C -0.802 0.453 -1.009
2 C 0.107 -0.375 -0.079
3 N -1.084 -0.623 0.666
4 N 1.153 0.352 0.748
5 O -1.953 -0.150 -0.408
6 H -0.615 1.534 -0.746
7 H -0.644 0.441 -2.144
8 H 0.990 -1.544 -0.600
9 H -1.276 -1.600 0.862
10 H 2.123 0.465 0.380
11 H 1.106 -0.256 1.587
12 H 0.894 1.303 0.742

two:
C2H7N2O | ωB97M-V/def2-TZVPD

HOMO-LUMO gap in eV: 3.657
HOMO energy in Eh: -0.47395
Total charge: +1

CARTESIAN COORDINATES (ANGSTROEM)
1 N 0.651 -2.571 -1.117
2 C -1.437 0.912 0.718
3 C -0.084 0.966 0.180
4 N 0.681 1.941 0.749
5 O 0.285 0.203 -0.696
6 H 1.394 -2.211 -1.697
7 H -0.165 -2.018 -0.949
8 H 0.594 -3.566 -0.977
9 H -2.135 0.146 0.387
10 H -1.766 1.655 1.445
11 H 1.653 1.995 0.488
12 H 0.329 2.548 1.468

three:
C2H7N2O | ωB97M-V/def2-TZVPD

HOMO-LUMO gap in eV: 8.864
HOMO energy in Eh: -0.52328
Total charge: +1

CARTESIAN COORDINATES (ANGSTROEM)
1 C -0.399 0.062 1.879
2 N -1.332 0.972 1.747
3 H 0.620 0.496 2.019
4 H -0.574 -1.065 1.648
5 H -2.208 0.932 1.209
6 H -1.154 1.988 1.897
7 C 0.654 -0.177 -1.254
8 N 1.147 -1.005 -2.233
9 O -0.452 -0.388 -0.709
10 H 1.137 0.792 -1.351
11 H 0.422 -1.628 -2.578
12 H 2.138 -0.978 -2.275

four:
C2H7N2O | ωB97M-V/def2-TZVPD

HOMO-LUMO gap in eV: 5.134
HOMO energy in Eh: -0.57415
Total charge: +1

CARTESIAN COORDINATES (ANGSTROEM)
1 N 1.018 0.017 1.506
2 C -0.098 -0.547 0.663
3 C -0.415 0.314 -0.507
4 N -1.116 -0.290 -1.518
5 O -0.287 1.533 -0.399
6 H 0.561 0.445 2.309
7 H 1.279 0.771 0.877
8 H 2.330 0.814 -0.836
9 H -0.074 -1.628 0.553
10 H -0.979 -0.487 1.343
11 H -1.296 -1.266 -1.683
12 H -0.924 0.323 -2.306

three wins, 63.0 kcal/mol ahead of the next structure.

one:
C4H4N2O | ωB97M-V/def2-TZVPD

HOMO-LUMO gap (spin up / spin down) in eV: 9.361 / 9.362
HOMO energy (spin up / spin down) in Eh: -0.34294 / -0.34296

CARTESIAN COORDINATES (ANGSTROEM)
1 O 2.470 0.934 0.176
2 C 1.353 0.599 0.100
3 C 0.032 0.860 -0.623
4 C -0.102 -0.439 -1.282
5 N -0.652 -1.330 -0.499
6 C -0.838 -0.641 0.690
7 N -0.910 0.719 0.410
8 H 0.637 -0.454 0.948
9 H 0.316 -0.704 -2.249
10 H -1.417 -1.101 1.485
11 H -0.871 1.373 1.182

two:
C4H4N2O | ωB97M-V/def2-TZVPD

HOMO-LUMO gap in eV: 9.732
HOMO energy in Eh: -0.34384
SMILES string: O=c1cc[nH]cn1

CARTESIAN COORDINATES (ANGSTROEM)
1 O 0.995 0.379 -2.508
2 C 0.632 0.144 -1.372
3 C -0.789 0.012 -1.001
4 C -1.146 -0.083 0.291
5 N -0.166 -0.088 1.268
6 C 1.147 -0.087 0.880
7 N 1.576 -0.025 -0.328
8 H -1.526 0.023 -1.797
9 H -2.170 -0.205 0.631
10 H -0.407 0.101 2.226
11 H 1.852 -0.169 1.707

two wins, 91.4 kcal/mol ahead of the next structure.

one:
C4H4N2O | ωB97M-V/def2-TZVPD

HOMO-LUMO gap in eV: 8.913
HOMO energy in Eh: -0.33023
SMILES string: [H]/N=c1/cncco1

CARTESIAN COORDINATES (ANGSTROEM)
1 N 2.316 0.241 0.065
2 C 1.071 0.060 0.005
3 C 0.434 -1.284 0.061
4 N -0.833 -1.491 0.053
5 C -1.609 -0.304 0.090
6 C -1.053 0.905 0.102
7 O 0.238 1.143 -0.149
8 H 2.522 1.237 -0.048
9 H 1.149 -2.108 0.044
10 H -2.541 -0.164 -0.415
11 H -1.694 1.766 0.192

two:
C4H4N2O | ωB97M-V/def2-TZVPD

HOMO-LUMO gap in eV: 8.559
HOMO energy in Eh: -0.33613
SMILES string: [H]/N=C1/C=CNC1=O

CARTESIAN COORDINATES (ANGSTROEM)
1 C 0.565 0.758 0.144
2 C -0.948 0.971 0.123
3 C -1.364 -0.240 -0.148
4 C 0.819 -0.788 0.217
5 H 2.615 0.954 -0.187
6 H -1.449 1.999 0.141
7 H -2.469 -0.393 -0.070
8 H -0.756 -2.087 0.144
9 N 1.687 1.457 -0.186
10 N -0.539 -1.230 -0.175
11 O 1.839 -1.402 -0.004

one wins, 8.9 kcal/mol ahead of the next structure.